# 1
{"formula": "C6H13N", "method": "ωB97M-V with the def2-TZVPD basis set", "mol_weight_g_mol": 99.2, "smiles": "CC/C=C/NCC", "gap_ev": 8.190, "total_energy_ev": -7920.647, "symbols": ["H", "H", "H", "H", "H", "C", "H", "H", "C", "C", "H", "C", "H", "N", "H", "H", "C", "H", "C", "H"], "positions_angstrom": [[-0.93298, 1.42756, -3.51701], [-0.22133, -2.21780, 0.77962], [-1.07607, 2.24421, -1.97124], [-0.67402, -0.93647, 3.62873], [-0.02126, 2.89669, -3.13825], [0.02506, -1.76786, 1.74869], [1.72060, 1.59072, -2.18546], [1.76561, -0.80061, -0.49735], [0.99357, -0.22080, 0.02492], [-1.03423, -1.49509, 2.76619], [0.24295, 0.41955, 1.95323], [-0.36731, 1.95199, -2.74759], [-1.86023, -0.93942, 2.30532], [0.40756, 0.75656, -0.72853], [0.89151, 0.16231, -2.62357], [0.82288, -2.42732, 2.12332], [0.64017, -0.36905, 1.32750], [-1.54715, -2.35442, 3.23989], [0.73882, 1.11531, -2.10217], [-0.51416, 0.96393, -0.38624]], "forces_ev_per_angstrom": [[0.155, -0.044, 0.020], [-0.914, -0.161, 0.659], [-0.150, -0.077, 0.000], [0.290, 0.280, -0.221], [0.330, 0.120, -0.321], [3.099, 0.433, -0.485], [-0.162, 0.333, 0.313], [-0.722, -0.587, 0.026], [0.144, 0.993, 0.061], [-1.702, -0.571, 0.466], [-0.330, 0.527, -0.648], [-0.269, -0.031, 0.548], [0.196, 0.224, 0.139], [0.304, 0.794, 0.123], [-0.187, 0.054, -0.313], [-0.257, 0.012, 0.369], [-0.738, -1.810, 0.123], [0.512, -0.108, -0.554], [0.362, -0.770, -0.028], [0.040, 0.389, -0.278]]}

---

# 2
{"formula": "C30H47BrN4OP2Pt", "method": "ωB97M-V with the def2-TZVPD basis set", "mol_weight_g_mol": 816.7, "multiplicity": 3, "gap_ev": [7.437, 4.885], "total_energy_ev": -131728.665, "s_squared": 2.033, "total_charge": 2, "symbols": ["C", "H", "C", "H", "C", "H", "C", "H", "C", "O", "C", "H", "C", "C", "H", "H", "C", "H", "H", "C", "H", "H", "H", "P", "C", "H", "C", "H", "H", "C", "C", "H", "H", "H", "H", "H", "H", "C", "H", "H", "N", "C", "C", "P", "H", "H", "N", "H", "H", "H", "H", "C", "C", "H", "H", "H", "Br", "H", "H", "H", "H", "C", "C", "H", "H", "C", "C", "H", "H", "H", "H", "N", "H", "Pt", "H", "C", "H", "H", "C", "C", "C", "C", "C", "H", "N", "C"], "positions_angstrom": [[2.09684, -0.83966, 4.02391], [2.41132, 3.21347, -3.28475], [-1.26011, -2.53913, 1.53598], [4.16235, 2.08899, 0.04809], [-2.94534, 1.44351, -3.33514], [0.14357, -6.54073, -1.80796], [-1.09717, -2.60309, 4.85026], [1.73108, 4.98702, -1.73434], [-2.35230, -0.66872, -0.19704], [2.27158, -4.75618, 0.33494], [-0.51406, 0.93438, 4.89281], [0.43418, 1.19783, 5.38004], [2.01561, 2.14280, -0.11619], [2.24082, -2.40175, -2.22245], [0.03854, 4.85061, -2.20820], [1.93470, -0.30416, 4.97100], [1.35168, 3.48784, -3.27920], [-1.64917, -1.92920, -1.80016], [1.04316, -5.13775, -3.82730], [-2.70810, -0.64685, 1.15556], [-0.54519, -2.48819, 5.79630], [0.27790, 1.39885, 2.88747], [3.52226, 3.73076, -0.16030], [0.51032, -0.94142, 3.11076], [-0.18728, -2.56453, 3.65362], [-0.95364, 0.07528, 5.42216], [-3.66132, 2.59530, -3.01535], [-2.36390, -1.51489, 3.08055], [-0.69603, 6.15288, 1.48036], [-1.25355, -2.79870, 0.15951], [2.14368, -4.22546, -0.76748], [1.38378, -6.55612, -0.51756], [1.81156, -7.02346, -2.20045], [-1.19620, 1.78633, 4.98990], [3.00483, -2.72671, 3.35650], [-1.61111, -3.57589, 4.91057], [-1.47745, -0.06757, -2.74367], [1.41995, -4.45545, -3.06758], [0.64935, 6.22880, 0.33149], [-1.28749, 0.60967, 2.87120], [1.55408, -4.97135, -1.82657], [-2.61929, 0.58536, -0.95377], [-2.05480, 0.77088, -2.32085], [0.58461, 3.21595, -0.55731], [-4.15102, 1.00858, -6.49123], [-4.92763, 4.14016, -3.86150], [2.51399, -2.94286, -1.06150], [-0.93566, 3.71064, 1.17775], [3.03576, -0.66408, -1.60846], [1.17950, 4.11357, -4.16360], [1.92897, 1.93520, 0.95906], [-1.75095, -1.82482, -0.71977], [1.20030, -6.35796, -1.57579], [2.26564, -2.81003, 4.96939], [2.73414, -0.20056, 3.40166], [-0.84120, -3.73292, -0.23577], [1.29265, -1.98599, 1.31323], [-0.76898, -3.13002, 2.42030], [2.57255, -0.64756, -3.24510], [0.60207, -3.31183, 3.77051], [-1.90736, -1.86295, 4.83823], [-3.09714, 0.84797, -4.60814], [-4.43446, 3.17919, -4.04031], [-3.59885, 3.04972, -2.02704], [-0.99364, 5.84612, -0.23940], [-0.32342, 0.62977, 3.39707], [-0.01081, 4.21294, 0.84628], [-3.59404, 1.05556, -0.76959], [3.61098, 2.59722, -1.54940], [0.74042, 4.08359, 1.63613], [3.79413, -1.94138, 4.73237], [2.42790, -1.03606, -2.31975], [1.63558, -2.68143, -4.28773], [-1.12015, 1.85288, -0.91461], [1.83295, 1.17826, -0.61011], [2.81957, -2.16676, 4.27995], [0.75942, 2.57297, -3.40343], [-3.35525, 0.14284, 1.52540], [0.95299, 4.26326, -2.02080], [-0.27649, 5.69654, 0.57705], [3.39932, 2.68548, -0.47446], [-2.14365, -1.57245, 2.01598], [-3.96791, 1.45607, -5.51493], [-2.56312, -0.05962, -4.87399], [-4.58439, 2.59856, -5.22163], [1.74299, -3.14741, -3.32164]], "forces_ev_per_angstrom": [[0.131, 0.416, 0.095], [-0.214, 0.041, 0.083], [-2.972, -0.902, -0.611], [-0.139, 0.254, -0.173], [0.764, -0.587, 0.213], [0.220, 0.124, 0.062], [-0.854, -0.410, 0.076], [-0.140, -0.119, -0.199], [-0.300, 1.599, -0.444], [-0.147, 0.806, -0.702], [0.211, -0.241, 0.274], [-0.348, -0.072, -0.143], [0.192, 0.225, -0.113], [0.095, 0.262, -0.036], [0.264, -0.279, 0.158], [-0.052, -0.158, -0.261], [0.007, -0.075, -0.214], [0.019, -0.168, 0.339], [0.044, 0.199, 0.125], [0.258, -0.049, 0.328], [-0.006, 0.004, -0.228], [0.002, -0.204, 0.180], [0.044, -0.254, -0.141], [1.996, -3.395, 0.965], [0.532, 1.522, 3.382], [0.133, 0.407, -0.123], [-0.130, 0.270, -0.764], [0.008, -0.009, -0.415], [0.076, -0.049, -0.218], [-0.494, 0.220, -0.988], [0.057, -0.660, -0.029], [-0.023, -0.054, -0.327], [-0.114, 0.165, 0.261], [0.147, -0.203, -0.047], [-0.023, 0.149, 0.209], [0.258, 0.173, 0.010], [0.004, 0.585, 0.275], [0.235, 0.749, 0.016], [-0.209, -0.103, 0.014], [0.333, 0.039, 0.193], [0.252, 0.251, 0.000], [-1.971, -2.943, -1.787], [-2.086, -1.266, -0.119], [1.032, 0.506, -0.927], [-0.026, 0.212, 0.172], [0.016, -0.401, -0.215], [-0.324, -0.055, 0.626], [0.345, 0.271, 0.054], [0.101, 0.008, 0.053], [0.056, -0.144, 0.225], [0.016, 0.138, -0.073], [0.755, -0.712, 0.522], [-0.156, -0.670, 0.012], [0.144, 0.154, -0.014], [-0.027, 0.073, 0.088], [0.132, 0.459, 0.170], [1.672, 2.252, -0.388], [-0.663, -0.029, -1.460], [-0.038, -0.164, 0.225], [0.070, 0.303, -0.562], [0.329, -0.067, 0.101], [-0.169, 0.603, 0.263], [0.466, -0.451, 0.696], [-0.007, -0.014, -0.210], [0.155, -0.049, 0.188], [-0.759, 0.430, -0.930], [0.378, 0.149, 0.592], [0.353, -0.004, 0.240], [-0.155, 0.168, 0.355], [-0.188, 0.187, 0.094], [-0.281, -0.096, -0.088], [0.028, -0.437, -0.360], [-0.087, -0.205, -0.125], [0.232, 0.366, 0.207], [0.007, 0.279, 0.060], [0.153, -0.045, 0.011], [0.035, 0.157, 0.041], [0.046, -0.046, -0.003], [0.303, 0.505, 0.431], [0.011, 0.089, 0.027], [0.380, -0.150, 0.262], [-0.203, 0.221, -0.067], [0.502, -0.197, 0.821], [-0.042, 0.120, 0.069], [-0.391, 0.454, -0.411], [-0.260, -0.432, 0.054]]}

---

# 3
{"formula": "CH22F3O18PSZr", "method": "ωB97M-V with the def2-TZVPD basis set", "mol_weight_g_mol": 533.4, "gap_ev": 6.584, "total_energy_ev": -67807.163, "symbols": ["H", "O", "F", "H", "H", "H", "S", "H", "O", "H", "C", "H", "H", "O", "O", "H", "H", "P", "H", "O", "H", "O", "H", "O", "O", "O", "H", "O", "H", "O", "H", "O", "Zr", "H", "F", "O", "H", "O", "H", "O", "H", "H", "O", "O", "H", "F", "O"], "positions_angstrom": [[1.45081, -2.23061, -3.01320], [1.16351, -1.03711, 0.29649], [-1.11826, 0.49447, 1.06523], [-0.80256, 4.37540, 0.99685], [-1.48124, 5.59714, 1.60576], [2.18411, -3.24549, -3.89345], [0.87430, 0.06259, -0.63182], [1.60621, 3.68189, 0.76274], [2.99837, 3.17060, -1.65859], [1.47967, 2.20488, 1.11688], [-0.87315, 0.63436, -0.22880], [3.95920, -0.82082, 1.12461], [-4.33220, 1.31993, 1.15483], [-0.21269, -1.83970, 2.88356], [0.86216, -0.29243, -2.03073], [2.93291, 2.96731, -2.59522], [2.48185, -4.59161, -0.26148], [0.74281, -1.00663, 3.82211], [-3.83414, 0.69682, -0.14889], [2.06678, -2.97633, -2.97803], [-0.55751, -3.59690, -0.18416], [-0.42121, -2.93608, 0.50349], [-0.54632, -0.89046, -3.30870], [1.94303, -0.79734, 2.83178], [-3.38221, 4.14235, -0.15552], [2.04392, -3.73803, -0.16402], [-1.29488, 0.23557, -4.00360], [1.44204, 3.09351, 1.50629], [2.80801, 2.33265, -1.21080], [0.99444, -1.10197, 5.31564], [-1.30065, -2.73187, 0.84711], [1.40745, -2.57008, 3.82963], [1.54248, -2.55740, 1.78186], [-2.98435, 4.41035, 0.69078], [-1.74185, -0.19064, -0.84119], [1.73102, 1.17452, -0.27192], [-4.91325, -1.43604, -0.38150], [3.64451, -1.73261, 1.08352], [-3.46917, 3.18044, -0.08817], [-0.93905, -0.64480, -4.15290], [4.41631, -2.26066, 0.85409], [1.89526, -3.42964, -1.08269], [-4.20146, 1.50928, 0.22074], [-4.25114, -1.22296, -1.04753], [-3.57912, -1.90224, -0.94959], [-0.99650, 1.85856, -0.68262], [-1.43820, 4.63782, 1.67115]], "forces_ev_per_angstrom": [[0.187, 0.248, -0.007], [-0.467, -0.252, -0.869], [0.214, 0.793, 0.012], [0.108, -0.161, 0.100], [0.103, 0.046, 0.063], [0.026, -0.118, 0.007], [0.922, 0.913, 0.790], [0.190, -0.065, -0.076], [0.183, -0.007, 0.010], [0.133, 0.509, 0.177], [0.784, -1.247, -0.074], [-0.481, 0.216, 0.357], [0.011, 0.117, 0.060], [-4.709, 3.996, -2.359], [-0.147, -0.440, 0.330], [-0.022, 0.043, -0.034], [0.014, -0.035, -0.027], [4.248, -7.814, 2.194], [-0.170, -0.136, -0.191], [-0.314, 0.034, 0.413], [0.145, -0.069, -0.026], [-0.566, -1.000, -0.058], [0.005, 0.323, -0.001], [0.113, 4.924, -1.782], [-0.058, 0.180, 0.015], [0.205, -0.753, -0.050], [0.006, 0.039, 0.002], [-0.271, 0.081, 0.208], [-0.109, 0.233, -0.114], [-2.623, 4.557, -0.770], [0.199, 0.273, 0.518], [4.054, -6.972, -3.101], [-1.444, 2.728, 5.493], [0.013, -0.268, -0.395], [0.076, 0.243, -0.445], [-0.467, -0.542, -0.627], [-0.135, -0.006, -0.074], [0.472, -0.654, -0.150], [-0.201, 0.156, 0.007], [-0.141, -0.332, -0.162], [0.009, -0.038, -0.046], [0.224, 0.256, -0.124], [0.063, -0.289, 0.095], [-0.055, 0.011, 0.194], [0.024, -0.029, -0.100], [-0.378, 0.028, 0.333], [0.028, 0.278, 0.286]]}

---

# 4
{"formula": "C2H4ClOP", "method": "ωB97M-V with the def2-TZVPD basis set", "mol_weight_g_mol": 110.5, "gap_ev": [7.387, 6.758], "total_energy_ev": -25993.555, "symbols": ["O", "C", "Cl", "H", "H", "C", "P", "H", "H"], "positions_angstrom": [[0.14655, 1.54418, 0.73569], [-2.22711, 0.34266, 0.26412], [-3.27061, -0.74978, -0.48887], [2.24858, -0.40291, 0.84775], [1.71692, -1.70191, -0.32779], [1.84626, -0.64834, -0.11819], [-0.27971, 0.31659, 0.07954], [-2.40994, 1.37742, -0.04121], [2.22906, -0.07791, -0.95104]], "forces_ev_per_angstrom": [[0.626, 1.154, 0.663], [2.914, -0.243, -0.178], [-0.432, -0.539, -0.245], [0.030, 0.117, 0.231], [0.092, -0.045, 0.044], [-2.259, -0.054, 0.027], [-0.803, -0.573, -0.605], [-0.069, -0.024, 0.110], [-0.100, 0.208, -0.048]]}